DFT (ωB97M-V/def2-TZVPD) results for 4 unconnected molecules or ions with the total composition C6H20N2O4.

The calculation puts the total energy at -651.012731 a.u. The SMILES is NC(N)=O.CCO.CCO.CO. For the max |F|, the calculation gives 0.162 hartree/bohr. The calculation puts the gap between HOMO and LUMO at 9.113 eV.

```
! RIJCOSX wB97M-V def2-TZVPD def2/J DEFGRID3
* xyz 0 1
C 20.9300 -9.9430 -9.0980
C 19.5770 -9.2610 -9.3440
O 19.6410 -8.6090 -10.6110
H 21.6660 -9.2110 -8.8430
H 21.2670 -10.5460 -9.9840
H 20.8600 -10.5370 -8.1840
H 19.3410 -8.4850 -8.6300
H 18.7350 -9.9300 -9.2850
H 20.4250 -8.0110 -10.5770
C 21.3940 -4.0740 -12.0030
C 21.9190 -3.0330 -11.0050
O 20.8410 -2.5530 -10.1770
H 20.9150 -3.6000 -12.8660
H 20.6890 -4.7140 -11.4560
H 22.2670 -4.6520 -12.3650
H 22.3610 -2.2760 -11.6920
H 22.6340 -3.5150 -10.3560
H 21.2340 -2.1090 -9.3720
C 20.2590 -5.3420 -7.3990
O 19.8370 -6.4340 -6.6400
N 19.5490 -4.6420 -8.1940
N 21.5590 -4.9930 -7.4710
H 18.5050 -4.7400 -8.0790
H 19.8190 -3.9160 -8.8150
H 22.2110 -5.4760 -6.8240
H 21.8690 -4.0550 -7.8620
C 22.8060 -6.7890 -10.0190
O 21.4550 -6.5660 -9.7670
H 23.4500 -5.9720 -9.6860
H 23.0320 -6.8550 -11.0720
H 23.1890 -7.6740 -9.6000
H 21.3800 -5.9970 -9.0070
*
```

The natural (NBO) scheme yields these atomic charges, measured in e: C -0.637; C -0.067; O -0.750; H 0.197; H 0.210; H 0.206; H 0.179; H 0.168; H 0.483; C -0.630; C -0.069; O -0.746; H 0.211; H 0.233; H 0.215; H 0.173; H 0.154; H 0.467; C 0.733; O -0.715; N -0.805; N -0.867; H 0.422; H 0.424; H 0.430; H 0.395; C -0.251; O -0.753; H 0.153; H 0.177; H 0.169; H 0.489

=====

DFT (ωB97M-V/def2-TZVPD) results for 6 unconnected molecules or ions with the total composition C6H20N2O5.

The calculation puts the total energy at -726.343023 a.u. The SMILES is CCCc1c[nH]cn1.O.O.O.O.O. For the energy above the lowest of the compared OMol25 structures with the same formula, charge and spin, the calculation gives 0.0 kcal per mole. For the max |F|, the calculation gives 0.026 hartree/bohr. The calculation puts the gap between HOMO and LUMO at 9.901 eV.

```
! RIJCOSX wB97M-V def2-TZVPD def2/J DEFGRID3
* xyz 0 1
C 0.5750 -0.3356 -3.8176
C -0.0494 1.0171 -3.5164
C -0.7809 0.9631 -2.1572
C 0.2010 1.1030 -1.0363
C 0.8098 2.2439 -0.5843
N 1.5399 1.8726 0.5066
C 1.3882 0.5401 0.6762
N 0.5764 0.0576 -0.2386
H 1.3853 -0.2396 -4.5501
H 1.1194 -0.7596 -2.9717
H -0.1240 -1.0835 -4.1687
H -0.7214 1.2893 -4.3327
H 0.7450 1.7649 -3.4791
H -1.3033 0.0128 -2.0336
H -1.5244 1.7617 -2.0650
H 0.5494 3.2532 -0.8476
H 2.2335 2.3832 1.0253
H 1.9431 -0.1541 1.2992
H 1.7435 -3.0067 0.8995
H 1.0080 -2.9157 2.1992
O 1.8675 -3.1876 1.8491
H -2.0220 -1.2741 2.4387
H -1.7503 -2.1076 1.1453
O -2.4079 -1.9198 1.8223
H 0.0661 -0.0340 3.0268
H -1.3282 0.6516 3.2510
O -0.8143 -0.1689 3.3829
H -0.6913 -3.1570 -1.0964
H -0.0984 -1.8260 -0.4805
O -0.2004 -2.7810 -0.3574
H -2.3120 2.1310 1.4958
H -0.7829 2.0273 1.5242
O -1.5485 2.2443 2.0745
*
```

The natural (NBO) scheme yields these atomic charges, measured in e: C -0.617; C -0.387; C -0.433; C 0.115; C -0.134; N -0.517; C 0.136; N -0.512; H 0.212; H 0.211; H 0.207; H 0.207; H 0.202; H 0.222; H 0.218; H 0.230; H 0.429; H 0.230; H 0.481; H 0.471; O -0.950; H 0.490; H 0.476; O -0.987; H 0.470; H 0.504; O -0.969; H 0.479; H 0.504; O -0.996; H 0.484; H 0.477; O -0.950

=====

DFT (ωB97M-V/def2-TZVPD) results for 2 unconnected molecules or ions with the total composition C6H20N2Si.

The calculation puts the total energy at -638.858556 a.u. For the energy above the lowest of the compared OMol25 structures with the same formula, charge and spin, the calculation gives 1.2 kcal per mole. For the max |F|, the calculation gives 0.095 hartree/bohr. The calculation puts the gap between HOMO and LUMO at 7.376 eV.

```
! RIJCOSX wB97M-V def2-TZVPD def2/J DEFGRID3
* xyz 2 1
C 3.2161 0.4651 0.1198
C -2.6540 -1.0357 -0.8419
C 0.3967 1.0050 2.6729
C 0.5835 -2.0141 0.8541
C 1.8048 0.6300 -0.4117
C -1.9261 0.2830 -0.9713
N 1.6359 -0.1342 -1.6589
N -2.9759 1.4209 -0.6286
Si 0.6303 -0.0801 1.0317
H 3.2186 0.9223 1.0978
H 3.4071 -0.5818 0.1977
H 3.8486 1.0419 -0.5263
H -2.8876 -1.1534 0.3137
H -3.6424 -1.0770 -1.3153
H -2.2071 -1.9738 -1.2376
H -0.4346 1.6626 2.7277
H 0.1392 0.0991 3.4572
H 1.3173 1.5150 2.9756
H 1.6220 -2.3098 0.8244
H 0.1892 -2.6048 1.5960
H -0.0272 -2.2078 -0.1282
H 1.3776 1.6398 -0.5205
H -1.4358 0.6019 -1.9241
H 1.4194 0.4491 -2.4610
H 2.5335 -0.5747 -1.9792
H 0.8198 -0.7892 -1.4579
H -2.5541 2.3213 -0.5582
H -3.7336 1.3539 -1.3959
H -3.6811 1.1255 0.1482
*
```

The natural (NBO) scheme yields these atomic charges, measured in e: C -0.638; C -0.716; C -1.104; C -1.132; C -0.490; C -0.316; N -0.701; N -0.739; Si 1.599; H 0.249; H 0.224; H 0.255; H 0.220; H 0.224; H 0.259; H 0.278; H 0.285; H 0.280; H 0.263; H 0.285; H 0.258; H 0.258; H 0.182; H 0.454; H 0.464; H 0.466; H 0.445; H 0.434; H 0.455

=====

DFT (ωB97M-V/def2-TZVPD) results for a molecular structure, C6H20N3STc.

The calculation puts the total energy at -883.518444 a.u. For the energy above the lowest of the compared OMol25 structures with the same formula, charge and spin, the calculation gives 6.5 kcal per mole. For the max |F|, the calculation gives 0.057 hartree/bohr. The calculation puts the gap between HOMO and LUMO (spin up / spin down) at 7.240 / 6.977 eV. Its expectation value of S² is 3.77.

```
! RIJCOSX wB97M-V def2-TZVPD def2/J DEFGRID3
* xyz 1 4
C 2.0453 -3.1591 -1.5102
Tc -2.5255 -1.4215 -0.5497
N -4.2959 -2.2685 -1.2024
H -1.4936 -2.3384 -1.4409
H -4.8730 -2.7009 -0.4647
H 1.6062 -3.5462 -2.4089
H 2.5214 -3.8938 -0.8768
H 1.1352 -2.8297 -0.9902
H 2.6341 -2.2528 -1.6564
H -4.9222 -1.5605 -1.6220
H -4.1979 -3.0073 -1.9151
C -0.8726 2.1928 2.7417
C -0.3392 1.0328 1.9333
N -0.9170 1.1154 0.5596
C -0.2941 0.6087 -0.5198
S -1.3012 -0.0519 -1.7773
N 1.0414 0.7265 -0.6587
C 1.7580 1.9601 -0.2755
C 3.1678 1.6623 0.1899
H -0.6961 3.1456 2.2310
H -0.3666 2.2238 3.7117
H -1.9479 2.0892 2.9213
H 0.7556 1.0358 1.8591
H -0.6476 0.0681 2.3685
H -1.9335 1.0020 0.5674
H 1.4084 0.2827 -1.5195
H 1.7861 2.6330 -1.1439
H 1.1712 2.4463 0.5085
H 3.8053 1.3340 -0.6381
H 3.6046 2.5753 0.6042
H 3.1832 0.8961 0.9739
*
```

The natural (NBO) scheme yields these atomic charges, measured in e: C -0.851; Tc 0.426; N -1.081; H -0.049; H 0.403; H 0.223; H 0.227; H 0.199; H 0.203; H 0.414; H 0.429; C -0.624; C -0.226; N -0.582; C 0.363; S -0.063; N -0.588; C -0.220; C -0.623; H 0.223; H 0.237; H 0.215; H 0.217; H 0.207; H 0.402; H 0.424; H 0.214; H 0.207; H 0.222; H 0.235; H 0.218

=====

DFT (ωB97M-V/def2-TZVPD) results for a molecular structure, C6H21ClN9O11PS.

The calculation puts the total energy at -2761.672678 a.u. For the max |F|, the calculation gives 0.020 hartree/bohr. The calculation puts the gap between HOMO and LUMO at 9.603 eV.

```
! RIJCOSX wB97M-V def2-TZVPD def2/J DEFGRID3
* xyz 0 1
N 0.5251 4.0319 4.2579
C 0.2499 2.6993 3.8867
Cl -0.6172 1.7322 5.1171
O -0.5762 2.7442 2.6979
S 0.3337 2.6359 1.3824
O 0.1860 1.3468 0.8179
O 0.2297 3.8041 0.5809
O 1.7433 2.6294 2.1405
C 1.4613 1.9197 3.3479
P 2.9782 1.6373 4.3425
O 3.9414 2.7285 4.2526
O 3.4668 0.2078 3.8254
O 2.4954 1.3746 5.8323
H -0.2321 4.6432 3.9839
H 0.7297 4.1344 5.2420
H 1.0672 0.9260 3.0895
H 2.9797 -0.1691 3.0759
H 2.0479 0.5303 5.9645
C 2.5152 -1.3702 0.0745
O 2.2319 -1.5421 1.2561
N 1.7237 -0.6889 -0.7917
N 3.6863 -1.8514 -0.4575
H 1.9879 -0.4727 -1.7367
H 0.8604 -0.3043 -0.4456
H 4.2963 -2.3568 0.1559
H 3.9547 -1.7113 -1.4125
C -1.1158 -2.8209 -1.9919
O -1.4485 -1.9559 -1.1957
N 0.2036 -3.1293 -2.2136
N -2.0193 -3.5382 -2.7162
H 0.4991 -3.8312 -2.8636
H 0.8873 -2.6130 -1.6866
H -3.0001 -3.3475 -2.5771
H -1.7557 -4.2488 -3.3704
C 1.9150 2.6286 -2.9619
O 1.7492 1.4839 -2.5697
N 1.7014 3.7202 -2.1718
N 2.3387 2.9010 -4.2373
H 1.8570 4.6606 -2.4786
H 1.3830 3.5581 -1.2321
H 2.5018 2.1194 -4.8422
H 2.4828 3.8289 -4.5850
C -6.0665 -3.6828 -2.2137
O -4.8997 -3.9177 -2.4844
N -6.4181 -2.7132 -1.3215
N -7.0985 -4.3741 -2.7822
H -7.3663 -2.4998 -1.0802
H -5.6726 -2.1958 -0.8924
H -6.8617 -5.0920 -3.4400
H -8.0620 -4.1991 -2.5728
*
```

The natural (NBO) scheme yields these atomic charges, measured in e: N -0.835; C 0.407; Cl -0.035; O -0.698; S 2.556; O -0.896; O -0.894; O -0.651; C -0.384; P 2.358; O -1.047; O -0.995; O -0.978; H 0.395; H 0.396; H 0.244; H 0.543; H 0.516; C 0.776; O -0.723; N -0.839; N -0.855; H 0.417; H 0.441; H 0.404; H 0.389; C 0.775; O -0.679; N -0.866; N -0.855; H 0.378; H 0.413; H 0.438; H 0.377; C 0.785; O -0.695; N -0.844; N -0.850; H 0.387; H 0.423; H 0.405; H 0.387; C 0.784; O -0.688; N -0.842; N -0.845; H 0.387; H 0.418; H 0.409; H 0.388

=====

DFT (ωB97M-V/def2-TZVPD) results for a molecular structure, C6H21F2NO11PS2Ti.

The calculation puts the total energy at -3310.430725 a.u. For the energy above the lowest of the compared OMol25 structures with the same formula, charge and spin, the calculation gives 0.0 kcal per mole. For the max |F|, the calculation gives 0.128 hartree/bohr. The calculation puts the gap between HOMO and LUMO (spin up / spin down) at 4.639 / 9.836 eV. Its expectation value of S² is 3.75.

```
! RIJCOSX wB97M-V def2-TZVPD def2/J DEFGRID3
* xyz 0 4
Ti 20.1702 -12.7285 1.4012
N 21.6522 -12.7233 3.0525
S 22.8591 -11.7905 3.2614
O 24.1579 -12.1284 2.7252
O 22.8270 -11.0008 4.4881
F 22.2830 -10.8284 2.1634
S 22.3965 -14.0910 3.8487
O 22.9098 -13.8601 5.2044
O 23.1390 -15.0309 2.9829
F 20.9601 -14.7909 4.1147
C 19.1314 -10.5808 4.1155
O 19.2538 -11.9744 3.8042
H 19.6483 -10.4329 5.0637
H 19.5540 -9.8909 3.3851
H 18.0783 -10.3429 4.2653
H 20.1561 -12.1918 3.5587
C 21.9435 -14.5782 -0.1073
O 21.4004 -13.5694 -0.8823
H 22.3931 -15.3130 -0.7751
H 22.7504 -14.2567 0.5512
H 21.1873 -15.1690 0.4096
H 21.1780 -13.9802 -1.7210
C 19.6892 -10.2312 -0.2391
O 18.7651 -10.9700 0.5302
H 19.2046 -9.7900 -1.1101
H 19.9822 -9.3892 0.3880
H 20.5869 -10.8090 -0.4590
H 18.0886 -10.4552 0.9762
C 17.6769 -16.4236 -0.3457
O 16.9209 -16.1382 0.8143
P 17.5017 -15.2688 2.0976
O 18.6086 -14.3533 1.6842
O 16.2098 -14.5764 2.7769
C 16.3191 -13.6120 3.7555
O 17.9899 -16.3923 3.2149
C 17.0076 -17.2819 3.6168
H 17.5696 -17.4855 -0.5669
H 18.7000 -16.0908 -0.1705
H 17.3958 -15.8334 -1.2179
H 16.6740 -12.6844 3.3064
H 17.1066 -13.8765 4.4612
H 15.4137 -13.3864 4.3189
H 16.9302 -17.0534 4.6798
H 17.3081 -18.3128 3.4297
H 16.0207 -17.1209 3.1830
*
```

The natural (NBO) scheme yields these atomic charges, measured in e: Ti 0.812; N -1.245; S 2.447; O -0.884; O -0.894; F -0.509; S 2.332; O -0.852; O -0.869; F -0.491; C -0.252; O -0.758; H 0.195; H 0.165; H 0.172; H 0.477; C -0.268; O -0.723; H 0.167; H 0.223; H 0.169; H 0.483; C -0.244; O -0.757; H 0.183; H 0.180; H 0.203; H 0.494; C -0.238; O -0.805; P 2.574; O -1.144; O -0.796; C -0.252; O -0.770; C -0.261; H 0.198; H 0.191; H 0.187; H 0.190; H 0.197; H 0.201; H 0.192; H 0.194; H 0.188

=====

DFT (ωB97M-V/def2-TZVPD) results for 4 unconnected molecules or ions with the total composition C6H21N2O3.

The calculation puts the total energy at -576.128880 a.u. For the energy above the lowest of the compared OMol25 structures with the same formula, charge and spin, the calculation gives 63.8 kcal per mole. For the max |F|, the calculation gives 0.141 hartree/bohr. The calculation puts the gap between HOMO and LUMO at 9.157 eV.

```
! RIJCOSX wB97M-V def2-TZVPD def2/J DEFGRID3
* xyz 1 1
C -0.3470 -0.8354 1.9063
C -0.0050 0.6199 1.9920
C -0.2864 1.4407 0.6679
C -1.6499 1.6491 0.4162
N -2.1854 2.1135 -0.8406
C 0.7618 2.2176 0.0348
C 2.0546 1.3521 -0.2597
N -0.2481 -1.3930 0.4407
H 0.3930 -1.5284 2.5396
H -1.3941 -0.8874 2.1434
H -0.5678 1.2068 2.8169
H 1.1151 0.9384 2.1362
H -2.3699 1.2589 0.9590
H -1.5363 2.6588 -1.4005
H -3.0204 2.6342 -0.7234
H 0.9579 3.1099 0.6043
H 0.3135 2.6137 -0.9165
H 2.1769 0.6650 0.6707
H 1.8845 0.6315 -1.1349
H 2.8519 2.1321 -0.3416
H -0.1859 -2.4290 0.4201
H -1.1154 -1.0789 -0.0365
H 0.5006 -0.9208 -0.0795
H -2.2098 0.1513 -1.4995
H -1.4996 -0.6721 -2.5329
O -2.2007 -0.8507 -1.7996
H 3.5788 -1.7655 -1.8095
H 2.8345 -0.5413 -1.7161
O 2.7624 -1.3597 -1.2915
H -1.1612 -4.6549 -0.2272
H 0.2228 -4.3447 -0.8972
O -0.4253 -4.1320 -0.2414
*
```

The natural (NBO) scheme yields these atomic charges, measured in e: C -0.222; C -0.486; C -0.078; C 0.009; N -0.837; C -0.455; C -0.608; N -0.728; H 0.246; H 0.225; H 0.263; H 0.234; H 0.178; H 0.380; H 0.393; H 0.235; H 0.204; H 0.205; H 0.181; H 0.249; H 0.475; H 0.465; H 0.439; H 0.494; H 0.473; O -0.968; H 0.490; H 0.460; O -0.946; H 0.497; H 0.501; O -0.966